Density functional theory data (ωB97M-V/def2-TZVPD) for a cluster of 10 separate species, C24H63N5O13 in total in a non-equilibrium geometry.

Properties
HOMO energy (spin up / spin down): -11.33 / -11.33 eV
Max |F|: 6.0 eV/A
Charge: +1
Gap between HOMO and LUMO (spin up / spin down): 8.539 / 1.981 eV
Molar mass: 629.79 g/mol
E_tot: -59965.8313 eV
Spin multiplicity: 2

CARTESIAN COORDINATES (ANGSTROEM)
O (-4.07967, 2.28192, 1.02711)
O (-4.43346, 4.72623, -0.53572)
O (-0.52397, 2.34192, 4.57702)
O (1.65706, 1.93844, 3.10284)
O (4.20651, -1.54520, 0.21128)
O (0.91258, -1.29440, -3.53190)
O (4.29518, 4.13909, -2.24272)
O (1.46427, -0.18809, -6.57927)
O (3.59748, 2.96640, 4.79250)
O (-3.85200, 2.27422, -1.59428)
O (-0.06572, -0.06384, -1.16454)
O (-6.28575, -2.74763, 0.90469)
O (-3.64611, -2.70809, 1.53886)
N (6.04935, -1.16781, -0.92365)
N (-1.89651, 3.80360, 3.73173)
N (1.05859, -0.29087, 0.81344)
N (-2.99891, 0.68753, -2.85809)
N (5.19220, 3.03903, -0.68737)
C (2.26064, -5.58931, -1.56908)
C (-4.19510, 4.86518, 0.83596)
C (-0.18017, 4.63546, 5.16304)
C (-0.86676, 3.51380, 4.46797)
C (3.11999, 3.83545, 3.72219)
C (-5.40915, 0.51800, -2.25615)
C (0.98872, 0.04691, -4.08236)
C (-0.00121, -6.86520, -2.25954)
C (-1.06505, 0.86668, 0.84944)
C (4.18547, 3.21154, -1.42367)
C (2.90654, 2.25043, -1.18872)
C (2.03673, 3.21767, 2.73250)
C (-4.38934, -1.52845, 1.50222)
C (1.60245, -6.91964, -2.11365)
C (-0.03123, 0.06681, 0.06018)
C (-5.78918, -1.95726, 1.87281)
C (1.43533, -3.85182, 1.85750)
C (1.73096, -4.03666, 0.41595)
C (2.09681, -5.43285, -0.01432)
C (4.80388, -1.43404, -0.84624)
C (0.46902, 0.02512, -5.59109)
C (-4.60527, 3.51303, 1.56424)
C (-4.00338, 1.21955, -2.20835)
C (4.02684, -1.75976, -2.15684)
H (1.06109, -2.83047, 1.92738)
H (-6.01685, 0.42469, -1.35610)
H (-4.47982, 3.33896, 2.63292)
H (4.20020, -2.80935, -2.39433)
H (-4.11363, -0.94564, 0.62335)
H (-2.94076, -2.53790, 2.16744)
H (0.85497, 1.99050, 3.62776)
H (1.23163, 3.92100, 2.51982)
H (-0.26907, -0.77649, -5.61830)
H (1.19206, 0.11298, -7.44924)
H (-0.26172, -6.29056, -3.14838)
H (2.60644, 1.71677, -2.09052)
H (4.26733, -1.01324, -2.91378)
H (2.51970, 3.11521, 1.76073)
H (-2.18127, 1.27740, -2.79813)
H (2.02666, 2.88943, -1.11396)
H (1.15678, 0.05754, 1.75635)
H (2.56943, -3.37516, 0.19807)
H (1.25074, -6.05607, 0.27527)
H (-6.09524, 1.05386, -2.91207)
H (2.92270, 1.52261, -0.37747)
H (-5.24625, -0.51059, -2.57799)
H (-4.62728, 5.75177, 1.29997)
H (1.70149, -4.72935, -1.93775)
H (6.45410, -0.58878, -0.20184)
H (-1.09449, 1.86100, 0.40385)
H (-3.13751, 5.12003, 0.90412)
H (4.00939, 4.18535, 3.19813)
H (2.73240, 4.70017, 4.26082)
H (-0.49986, -6.52340, -1.35256)
H (3.23416, -5.29826, -1.96365)
H (6.27146, -1.10475, -1.90690)
H (5.96025, 3.66144, -0.89425)
H (2.03205, 0.35519, -4.01529)
H (-2.01380, 0.36962, 0.64716)
H (-6.36173, -1.05855, 2.10215)
H (0.80219, -1.19957, -2.58300)
H (0.10071, 5.34604, 4.38569)
H (1.89560, -7.75792, -1.48163)
H (-5.68487, -2.51957, 2.80073)
H (5.18349, 2.43055, 0.11872)
H (2.94814, -1.74340, -2.00114)
H (-0.91495, 5.17276, 5.76262)
H (1.75434, -0.74798, 0.24153)
H (-4.05324, 3.91749, -0.88639)
H (-3.99358, 2.36967, 0.07502)
H (0.55956, -4.47680, 2.03224)
H (-0.03517, 0.97018, -5.79300)
H (-5.68467, 3.54162, 1.41533)
H (4.09593, 2.29590, 4.31965)
H (2.07405, -7.11022, -3.07769)
H (-2.28280, 3.05753, 3.17113)
H (0.86210, -3.74226, -0.17270)
H (-0.30249, -7.89616, -2.44514)
H (3.01597, -5.73346, 0.48856)
H (0.31328, 0.65197, -3.47755)
H (-3.09459, -0.23969, -3.24696)
H (-2.57724, 4.41173, 4.16402)
H (-0.94170, 1.08296, 1.91062)
H (0.69541, 4.42752, 5.77804)
H (-5.47471, -3.11689, 0.54768)
H (-4.17076, -0.74953, 2.23271)
H (2.21561, -4.22251, 2.52222)


Density functional theory data (ωB97M-V/def2-TZVPD) for a structure of composition C24H64AsF6O24S8 in a non-equilibrium geometry.

Properties
HOMO energy (spin up / spin down): -10.00 / -10.00 eV
Max |F|: 6.2 eV/A
Gap between HOMO and LUMO (spin up / spin down): 8.466 / 1.738 eV
Molar mass: 1182.20 g/mol
E_tot: -238881.6634 eV
Spin multiplicity: 2
ΔE to the lowest compared entry with this formula, charge and spin: 13.64 kcal per mole

CARTESIAN COORDINATES (ANGSTROEM)
As (0.72061, 0.54869, -0.32685)
S (-4.71978, 3.08556, 1.24709)
S (2.97595, -1.34578, 4.63892)
S (-2.03369, -2.49057, 2.44359)
S (4.70167, -2.41461, -2.66411)
S (-1.14688, 2.19542, 5.64170)
S (-1.02587, 5.63383, -3.42479)
S (0.59662, -4.83344, -1.81054)
S (-0.84348, 3.56798, -6.88668)
F (2.19449, 1.64325, -0.14041)
F (0.51509, 0.61314, 1.48338)
F (0.81498, 0.53747, -2.13632)
F (1.74750, -0.89873, -0.22951)
F (-0.73010, -0.50915, -0.36742)
F (-0.24987, 2.08849, -0.33081)
O (3.56868, -2.32196, 5.41777)
O (-0.60528, -2.71986, 2.33661)
O (3.98605, -3.36168, -1.83904)
O (-1.64201, 4.79229, -7.13155)
O (-2.81127, -1.28530, 2.85960)
O (-4.76911, 3.49800, -0.16459)
O (2.24142, -0.18753, 5.17822)
O (6.21324, -2.13157, -1.99128)
O (1.25346, -6.10295, -1.79354)
O (-0.66558, 6.69856, -2.49548)
O (-1.60979, 2.67087, -5.65913)
O (-0.83128, -4.76877, -1.84206)
O (4.25298, -0.75727, 3.64265)
O (-0.17572, 3.25598, 6.02286)
O (-5.33338, 3.83420, 2.35642)
O (-1.56103, 6.00253, -4.78226)
O (-1.22559, 1.03354, 6.89487)
O (-2.65238, -3.67525, 3.45480)
O (0.60310, 3.72771, -6.56956)
O (0.26065, 4.60733, -3.54689)
O (-2.48911, 2.51639, 5.15296)
O (1.14434, -3.92676, -3.08506)
O (4.95643, -2.66347, -4.06117)
O (-5.34610, 1.58371, 1.34155)
C (-1.84784, 0.96149, -4.02441)
C (1.89102, -2.12443, 3.45877)
C (-5.79426, 1.09502, 2.63782)
C (4.78968, 0.12812, 1.43806)
C (2.21859, 4.85784, -2.36107)
C (8.33956, -1.29584, -1.82230)
C (3.94232, -0.70564, -2.47141)
C (-2.95294, 2.66080, 1.60839)
C (0.86806, 4.19987, -2.41792)
C (-4.06012, -3.82570, 3.56236)
C (0.90143, -2.18846, -4.76363)
C (-2.24442, 4.52258, -2.67968)
C (4.04708, 0.38390, 2.81635)
C (-1.10558, -1.28649, 7.04219)
C (-1.12370, 2.33720, -8.31594)
C (-0.28910, 1.22611, 4.24454)
C (0.38490, -2.80333, -3.47853)
C (1.04901, -3.78481, -0.35962)
C (-0.89375, 1.63886, -5.04968)
C (-4.40462, -4.70384, 4.71416)
C (-6.00425, -0.42381, 2.78576)
C (-2.00007, -0.12732, 6.60515)
C (-2.80897, -3.08377, 0.86013)
C (7.28412, -1.72742, -2.80198)
H (2.56651, -2.85198, 3.00879)
H (2.03452, 5.80839, -1.86039)
H (0.39573, 4.46686, -1.47256)
H (7.85814, -0.55849, -1.17991)
H (2.99798, 0.63756, 2.66417)
H (-2.75342, 0.53617, -4.45696)
H (-2.52308, -4.13479, 0.81874)
H (-0.76027, 1.60129, 3.33607)
H (-5.29405, -1.13859, 2.37007)
H (4.45759, -0.74377, 0.87448)
H (9.11598, -0.80308, -2.40750)
H (1.04199, -3.00350, -5.47360)
H (3.92986, -0.40851, -1.42275)
H (8.74520, -2.12995, -1.24977)
H (-2.75859, -0.03983, 7.38305)
H (-0.93900, -1.18386, 8.11449)
H (-4.41432, -4.34442, 2.67153)
H (-5.00689, 1.26622, 3.37188)
H (-4.01081, -4.22950, 5.61306)
H (-2.52369, -0.23943, 5.65576)
H (0.37734, -1.31598, -5.15377)
H (1.93117, -1.92384, -4.52340)
H (-0.54220, 0.97367, -5.83838)
H (-3.10727, 5.07207, -2.30331)
H (2.73031, 5.03066, -3.30784)
H (-4.55667, -2.85570, 3.58737)
H (0.77686, 1.45250, 4.26899)
H (1.02329, 3.12098, -2.41792)
H (2.85001, 4.21917, -1.74340)
H (0.81198, -4.49529, 0.43230)
H (-2.14875, 1.73316, -3.31582)
H (4.67197, 1.00816, 0.80578)
H (7.70506, -2.58581, -3.32549)
H (-0.71358, 1.36621, -8.03830)
H (-0.19282, -1.30700, 6.44674)
H (2.99072, -0.87456, -2.97541)
H (-3.92979, -5.68487, 4.70026)
H (5.86569, 0.04426, 1.59060)
H (2.10828, -3.53541, -0.42168)
H (-6.95540, -0.53542, 2.26524)
H (0.42079, -2.92338, -0.13292)
H (-1.53673, -2.25482, 6.78816)
H (-6.18926, -0.73294, 3.81450)
H (0.42453, -1.98243, -2.76253)
H (-2.30791, -2.72275, -0.03804)
H (-1.83911, 3.91422, -1.87115)
H (4.38151, 1.18254, 3.47848)
H (-0.59027, 2.68021, -9.20245)
H (-2.19965, 2.19092, -8.41100)
H (6.97863, -0.87971, -3.41531)
H (1.47989, -1.38577, 2.77069)
H (-1.32934, 0.17356, -3.47813)
H (-2.71595, 1.79353, 0.99212)
H (-0.54703, 0.16985, 4.32125)
H (-6.75930, 1.49988, 2.94255)
H (-2.18584, 3.38238, 1.32736)
H (-2.93069, 2.25870, 2.62128)
H (-0.67552, -3.05452, -3.50052)
H (4.62449, -0.15591, -3.11991)
H (-2.60225, 3.92527, -3.51830)
H (-3.87025, -2.83836, 0.89968)
H (0.00392, 2.01875, -4.56187)
H (1.13257, -2.57244, 4.10075)
H (-5.48890, -4.77168, 4.80260)